Computed, not measured: C42H110GaO13 as an isolated structure, with wB97M-V/def2-TZVPD.

Element x y z (Å)
C1 -0.20 0.65 0.86
C2 0.25 -0.73 0.39
C3 1.36 -0.70 -0.66
C4 0.99 0.12 -1.91
O1 1.54 -0.43 -3.05
Ga1 1.08 0.40 -4.70
C5 2.77 1.14 -5.52
C6 2.58 1.79 -6.90
C7 2.38 3.31 -6.81
C8 1.47 3.92 -7.88
O2 0.29 3.20 -8.18
C9 -0.68 3.29 -7.16
H1 -0.90 0.57 1.70
H2 0.66 1.25 1.17
H3 -0.69 1.20 0.05
H4 -0.61 -1.28 -0.03
H5 0.57 -1.30 1.27
H6 2.27 -0.32 -0.20
H7 1.56 -1.72 -1.02
H8 1.30 1.18 -1.76
H9 -0.12 0.16 -1.97
H10 0.52 -0.79 -5.66
H11 -0.07 1.51 -4.41
H12 3.26 1.85 -4.84
H13 3.46 0.29 -5.60
H14 1.72 1.35 -7.43
H15 3.46 1.59 -7.53
H16 3.35 3.80 -6.95
H17 2.02 3.58 -5.81
H18 1.19 4.95 -7.58
H19 2.00 4.00 -8.84
H20 -1.47 2.58 -7.39
H21 -0.28 3.04 -6.17
H22 -1.10 4.31 -7.13
C10 -3.16 -2.64 4.57
C11 -2.93 -1.99 3.22
C12 -3.01 -3.00 2.09
O3 -1.67 -1.31 3.19
H23 -2.41 -3.41 4.77
H24 -3.10 -1.90 5.37
H25 -4.15 -3.11 4.62
H26 -3.67 -1.20 3.07
H27 -2.24 -3.77 2.22
H28 -2.85 -2.53 1.12
H29 -3.98 -3.50 2.07
H30 -0.98 -1.97 3.29
C13 -0.91 -3.57 9.18
C14 -1.98 -3.30 8.13
C15 -3.22 -2.64 8.70
O4 -2.31 -4.50 7.42
H31 -1.29 -4.25 9.94
H32 -0.03 -4.01 8.72
H33 -0.62 -2.64 9.67
H34 -1.58 -2.65 7.36
H35 -3.71 -3.28 9.45
H36 -3.93 -2.46 7.90
H37 -2.98 -1.69 9.17
H38 -2.64 -5.16 8.03
C16 6.14 2.54 -9.54
C17 5.34 3.82 -9.70
C18 5.89 4.71 -10.80
O5 5.27 4.53 -8.46
H39 7.18 2.77 -9.28
H40 5.71 1.92 -8.75
H41 6.16 1.97 -10.47
H42 4.30 3.57 -9.92
H43 6.92 5.00 -10.56
H44 5.30 5.62 -10.90
H45 5.90 4.19 -11.76
H46 6.16 4.76 -8.19
C19 -1.94 1.75 11.47
C20 -1.29 1.01 10.31
C21 -0.07 1.74 9.78
O6 -2.22 0.79 9.26
H47 -2.27 2.74 11.13
H48 -2.82 1.21 11.83
H49 -1.24 1.89 12.29
H50 -1.01 0.00 10.65
H51 -0.37 2.72 9.41
H52 0.38 1.18 8.96
H53 0.69 1.88 10.56
H54 -2.51 1.65 8.93
C22 1.00 4.86 7.37
C23 -0.17 5.80 7.61
C24 0.25 7.26 7.59
O7 -0.83 5.48 8.83
H55 1.74 4.98 8.17
H56 0.66 3.83 7.37
H57 1.50 5.07 6.42
H58 -0.93 5.63 6.84
H59 0.98 7.45 8.38
H60 -0.62 7.91 7.75
H61 0.71 7.53 6.63
H62 -0.20 5.61 9.55
C25 -7.08 -0.99 1.37
C26 -6.71 -1.56 2.73
C27 -7.88 -2.21 3.43
O8 -6.13 -0.54 3.55
H63 -7.85 -0.22 1.48
H64 -6.21 -0.55 0.88
H65 -7.48 -1.77 0.72
H66 -5.91 -2.29 2.60
H67 -8.67 -1.47 3.61
H68 -7.58 -2.61 4.40
H69 -8.30 -3.02 2.83
H70 -6.80 0.14 3.68
C28 4.12 -2.74 -5.13
C29 3.90 -2.51 -6.62
C30 3.54 -3.80 -7.34
O9 5.06 -1.92 -7.22
H71 4.96 -3.43 -4.98
H72 4.36 -1.80 -4.64
H73 3.23 -3.14 -4.66
H74 3.10 -1.79 -6.75
H75 4.34 -4.54 -7.24
H76 3.37 -3.61 -8.40
H77 2.63 -4.24 -6.92
H78 5.79 -2.54 -7.10
C31 -3.04 -1.05 -2.01
C32 -3.97 -0.01 -1.40
C33 -3.53 1.40 -1.76
O10 -4.07 -0.17 0.02
H79 -2.03 -0.90 -1.62
H80 -3.37 -2.06 -1.76
H81 -2.99 -0.94 -3.09
H82 -4.99 -0.17 -1.76
H83 -2.53 1.59 -1.37
H84 -4.22 2.14 -1.32
H85 -3.50 1.55 -2.84
H86 -3.18 -0.02 0.39
C34 0.01 -7.64 2.98
C35 -1.35 -6.97 2.87
C36 -2.49 -7.94 3.10
O11 -1.49 -6.29 1.63
H87 0.10 -8.42 2.21
H88 0.80 -6.91 2.82
H89 0.14 -8.11 3.95
H90 -1.41 -6.17 3.62
H91 -2.47 -8.73 2.33
H92 -3.45 -7.43 3.03
H93 -2.42 -8.42 4.07
H94 -1.45 -6.94 0.92
C37 -4.08 2.00 5.10
C38 -3.92 1.79 6.59
C39 -5.23 1.41 7.26
O12 -3.33 2.92 7.24
H95 -4.78 2.81 4.90
H96 -3.12 2.26 4.64
H97 -4.45 1.09 4.62
H98 -3.19 0.99 6.76
H99 -5.97 2.21 7.13
H100 -5.09 1.24 8.32
H101 -5.64 0.50 6.81
H102 -3.93 3.67 7.14
C40 9.56 -0.74 -12.21
C41 8.80 0.57 -12.32
C42 9.31 1.44 -13.45
O13 8.84 1.28 -11.08
H103 10.62 -0.55 -12.02
H104 9.17 -1.34 -11.40
H105 9.49 -1.31 -13.14
H106 7.74 0.36 -12.47
H107 10.36 1.70 -13.29
H108 8.74 2.37 -13.51
H109 9.24 0.93 -14.41
H110 9.75 1.49 -10.88

The calculation puts the max |F| at 0.298 eV/Å. As for the calculated total energy: -124331.8957 eV. The calculation puts the relative energy (zero: lowest compared OMol25 entry of this formula, charge and spin) at 0.0 kJ/mol. The calculation puts the orbital gap at 6.258 eV. The charge is -1.